The following is a quantum chemistry calculation of C10H5IO2 in the gas phase, from the Open Molecules 2025 dataset.

The frontier orbital gap is 8.5 eV. The energy is -22646.03490 eV. As for the spin multiplicity: 1. Its structure (SMILES) is O=C1C=C(I)C(=O)c2ccccc21. The value obtained for the largest force on an atom is 0.76 eV Å⁻¹.

The geometry in XYZ format:
```
18
Properties=species:S:1:pos:R:3:forces:R:3
O 0.68983 -2.87217 -0.16231 -0.1 -0.7 0.2
C 0.84199 -1.70837 0.09085 0.0 0.3 0.0
C 2.15673 -1.13994 0.48639 0.2 0.4 0.1
C 2.45200 0.10428 0.12230 0.5 0.0 0.2
I 4.25841 1.03885 0.60688 -0.2 -0.2 -0.2
C 1.47419 0.90121 -0.67591 -0.2 -0.3 0.2
O 1.80158 1.69933 -1.50571 0.2 0.7 -0.3
C 0.05752 0.58725 -0.36063 -0.4 0.1 0.1
C -0.92805 1.56802 -0.42994 0.0 -0.4 0.0
C -2.23827 1.23204 -0.09916 0.3 0.0 -0.1
C -2.55773 -0.06968 0.27023 0.3 -0.2 0.0
C -1.57102 -1.05341 0.32419 0.0 0.3 -0.2
C -0.25920 -0.71454 0.01728 -0.4 0.2 0.0
H 2.84662 -1.73402 1.06215 0.1 -0.3 -0.1
H -0.64996 2.56732 -0.72608 0.0 0.1 -0.1
H -3.00319 1.99274 -0.13233 -0.1 0.0 0.0
H -3.57740 -0.32693 0.51068 -0.1 0.0 0.1
H -1.79407 -2.07194 0.60110 -0.1 -0.1 0.0
```
Positions in Å, forces in eV/Å.

Here are the natural (NBO) charges for atoms 1 to 6, given in e: -0.489 0.528 -0.278 -0.190 0.205 0.480



The following is a quantum chemistry calculation of 29 unconnected molecules or ions with the total composition C10H69BClIN2O34P at a distorted geometry, from the Open Molecules 2025 dataset.

The frontier orbital gap is 7.4 eV. As for the net charge: +1. The energy is -114671.65605 eV. As for the spin multiplicity: 1. The value obtained for the largest force on an atom is 2.38 eV Å⁻¹.

The geometry in XYZ format:
```
119
Properties=species:S:1:pos:R:3:forces:R:3
O 0.63965 3.31730 -5.82612 0.1 -0.5 -0.6
P 0.79611 3.22764 -4.39137 -1.2 1.1 -0.6
O 1.83766 4.23442 -3.79981 0.0 -0.4 0.8
O -0.57880 3.54051 -3.60578 1.4 -1.2 0.3
C 1.33157 1.58401 -3.76695 -0.4 0.6 0.9
N 1.49732 0.45395 -4.34095 0.4 0.7 0.1
Cl 1.26359 0.16637 -6.01057 0.4 -0.1 0.6
C 1.91636 -0.61837 -3.37457 -0.7 -1.2 -1.1
I 4.02445 -1.05086 -3.41256 0.0 0.3 -0.3
C 1.31001 -0.07331 -2.09135 0.5 1.6 1.6
C -0.22707 -0.11664 -1.90290 0.2 -0.7 -0.7
B -0.94149 -1.50677 -2.13511 -0.6 -0.1 0.0
O -2.28922 -1.54897 -1.85243 0.4 -0.3 0.5
O -0.32621 -2.66109 -2.60256 0.6 0.4 0.6
C 1.90172 -0.53464 -0.75083 -0.2 0.2 -2.4
C 2.13818 -1.86765 -0.58442 0.2 -1.2 0.3
C 2.57965 -2.29455 0.65504 -0.4 0.4 -0.5
C 2.73026 -1.29325 1.57993 0.8 -0.8 2.1
C 2.52515 0.03252 1.31891 -0.3 0.5 -0.5
N 2.09903 0.42651 0.11993 0.1 0.3 0.5
C 1.65880 1.43994 -2.25837 0.4 0.1 -0.8
O 3.01298 1.84301 -2.26016 0.1 -0.1 -0.2
H 1.60755 4.43880 -2.87079 0.4 0.5 0.1
H -0.51791 3.10774 -2.73277 -0.6 0.3 0.2
H 1.50343 -1.51735 -3.82767 -0.3 -0.1 0.6
H -0.76312 0.63615 -2.48258 0.0 0.1 -0.2
H -0.40779 0.13593 -0.85685 -0.1 0.1 0.0
H -2.50400 -2.46575 -1.61492 -0.2 0.0 -0.2
H -0.25378 -3.33922 -1.91818 -0.2 -0.2 -0.3
H 1.97611 -2.57292 -1.38677 0.0 0.0 -0.1
H 2.77632 -3.32917 0.87553 0.0 -0.1 0.1
H 3.04141 -1.56404 2.58237 0.0 0.1 0.0
H 2.66543 0.79538 2.06968 0.0 0.0 0.1
H 1.14173 2.13607 -1.59260 -0.6 -0.4 0.0
H 3.56089 1.26521 -1.70999 0.0 0.0 0.1
O 0.54903 0.92254 3.50492 0.2 0.1 -0.1
H -0.15845 0.78394 2.86355 -0.1 -0.1 0.2
H 0.08941 0.98643 4.34778 0.0 -0.1 0.0
O -0.63197 -2.79615 0.99594 -0.2 -0.1 -0.3
H -0.72125 -3.00588 1.93783 0.2 0.0 0.2
H 0.31602 -2.65692 0.88695 0.0 0.1 0.2
O -2.60716 -0.74798 2.63744 0.3 0.0 0.1
H -3.28237 -1.26369 3.08904 -0.1 0.0 -0.1
H -2.28521 -1.32746 1.93699 -0.1 0.0 -0.1
O -1.77938 0.80375 -4.75234 0.1 0.1 0.1
H -2.39942 1.10354 -5.43134 0.0 -0.1 0.1
H -0.96471 0.63201 -5.23304 -0.2 -0.1 -0.3
O -4.53340 -2.93295 -3.18409 0.0 0.1 0.2
H -5.28237 -2.41914 -3.50357 0.0 -0.1 -0.1
H -3.85534 -2.27685 -2.99064 -0.1 0.1 -0.3
O 6.41114 0.92457 -1.98153 -0.1 0.2 0.0
H 6.81242 0.88383 -2.85726 0.1 -0.2 0.0
H 6.53029 1.84064 -1.70701 0.0 0.0 0.1
O 0.26217 -3.48368 3.76242 -0.2 -0.1 0.0
H -0.26714 -3.94155 4.43170 -0.1 0.2 0.1
H 1.17113 -3.63320 4.03787 0.0 0.0 -0.1
O -1.59582 -3.20928 6.17610 0.2 -0.4 -0.4
H -1.76181 -2.37757 5.72159 0.0 0.1 0.1
H -2.29080 -3.23237 6.84445 0.0 0.0 0.2
O -2.88755 -0.94886 6.86522 -0.3 0.4 -0.2
H -3.35832 -0.16723 6.55492 0.1 0.1 0.0
H -2.20185 -0.59167 7.44610 -0.1 -0.1 0.3
O -0.11493 -5.95626 1.80188 0.0 0.0 -0.1
H -0.28067 -5.11988 1.35395 0.0 0.1 0.0
H -0.79995 -5.99665 2.47584 0.0 -0.1 0.0
O 7.15973 -1.46598 -3.95305 0.0 0.4 0.1
H 7.48525 -1.49978 -4.85765 0.0 0.0 0.0
H 7.46281 -2.29430 -3.56777 0.0 -0.1 -0.1
O -1.65076 2.46121 2.62675 -0.1 0.2 -0.3
H -2.37856 3.00447 2.30205 -0.1 0.0 0.2
H -0.96162 3.09504 2.86053 0.0 -0.1 0.0
O 4.70117 4.90901 -2.72468 -0.1 -0.1 0.1
H 5.27384 4.97363 -3.49493 0.0 0.1 0.0
H 3.93638 4.41038 -3.03051 0.1 -0.1 -0.1
O 2.15894 5.08385 -0.56800 0.2 -0.2 -0.3
H 2.10367 4.88224 0.37126 -0.2 0.0 0.0
H 3.10606 5.19247 -0.72948 0.0 0.1 -0.1
O -5.06938 1.36544 -5.27254 0.3 0.1 -0.1
H -5.53931 2.08425 -5.70987 -0.1 -0.1 0.0
H -4.49043 1.81247 -4.64652 -0.1 0.0 0.2
O 4.58351 -4.37107 0.44459 0.2 0.0 -0.3
H 5.13175 -3.58934 0.31153 0.0 0.0 0.1
H 4.78782 -4.93285 -0.31101 0.0 -0.1 0.1
O -1.73820 5.95781 -5.12550 0.1 0.0 0.0
H -1.42349 5.86807 -6.03854 -0.2 0.0 0.0
H -1.51353 5.11507 -4.71925 -0.1 0.1 0.0
O -1.46607 0.42835 9.58107 -0.1 -0.1 -0.1
H -1.08332 -0.32657 10.04891 0.2 0.0 0.0
H -1.79646 1.00275 10.27735 0.0 0.0 0.0
O -1.06585 2.63062 -0.25934 -0.2 -0.1 -0.2
H -1.36033 2.26224 0.59411 0.3 0.1 0.0
H -1.89176 2.83568 -0.71194 -0.1 0.0 0.1
O 0.49620 2.92273 -8.71276 -0.1 -0.3 0.0
H 0.46885 2.76128 -7.76158 0.0 0.3 0.0
H 1.42667 3.06884 -8.90707 0.0 0.1 0.0
O -4.38569 8.13919 -5.22617 0.0 -0.1 -0.1
H -3.84990 7.34664 -5.34791 0.1 0.0 0.1
H -3.84860 8.84347 -5.60075 0.0 0.0 0.0
O -2.33060 5.07506 -7.69707 0.1 -0.3 -0.2
H -2.98787 4.55735 -7.22161 -0.1 0.1 0.0
H -2.01139 4.47891 -8.38564 0.1 0.1 0.0
O -4.59642 -1.29261 0.07948 0.0 -0.1 -0.1
H -4.03607 -1.25610 -0.70349 0.0 0.1 0.1
H -5.37023 -1.79069 -0.20437 0.0 0.0 0.0
O 6.12922 -4.05115 -4.55302 -0.1 -0.1 0.0
H 5.43415 -3.84606 -3.91929 0.0 0.0 0.0
H 5.72990 -3.85971 -5.40784 0.0 -0.1 0.0
O 0.39743 -1.62143 11.03301 0.0 0.1 0.0
H 0.28398 -1.87190 11.95584 -0.1 -0.2 -0.1
H 1.34709 -1.50716 10.92957 0.0 0.0 -0.1
O -5.64559 -2.57166 6.56847 0.1 0.0 0.2
H -4.99044 -1.87477 6.69870 0.1 -0.1 0.1
H -6.38384 -2.31234 7.12938 -0.1 0.0 -0.1
O -3.26622 -3.94077 8.72304 0.1 -0.1 -0.2
H -2.90996 -4.80646 8.49075 0.0 0.0 0.0
H -4.13787 -3.92570 8.30561 0.0 0.1 0.0
O -1.73027 -4.40962 11.70436 0.0 0.1 0.0
H -2.48038 -4.16205 12.25319 0.0 -0.1 0.0
H -2.02172 -4.21136 10.80644 0.0 0.1 0.0
```
Positions in Å, forces in eV/Å.

Here are the Mulliken charges for atoms 1 to 6, given in e: -0.303 0.114 -0.429 -0.434 0.032 0.227